{"formula": "C18H20Cl2N6O2", "method": "ωB97M-V/def2-TZVPD", "symbols": ["C", "C", "C", "C", "H", "N", "C", "C", "H", "H", "H", "N", "C", "H", "N", "Cl", "H", "H", "H", "H", "C", "C", "C", "H", "N", "H", "C", "N", "H", "C", "C", "H", "N", "H", "H", "H", "O", "C", "H", "H", "C", "O", "C", "H", "C", "H", "C", "Cl"], "coordinates": [[-0.659587, 0.383781, 0.722989], [-0.032705, -1.843090, 1.115585], [6.616843, -4.538852, 1.203479], [-2.790811, 3.086637, -0.231181], [-4.939178, 4.152196, -1.506824], [3.354205, -0.902876, 2.013052], [3.976161, -3.653579, 1.636222], [-3.149882, 1.185811, -1.808697], [-2.819038, 4.160952, -0.155097], [-2.628579, 4.571453, -2.607575], [-3.327660, 0.848678, -2.877603], [0.528956, 0.833770, 1.258534], [-1.405399, 2.561710, 0.061615], [-5.343753, 2.601601, -0.695682], [-5.606322, 2.402683, -2.821983], [7.632113, -3.625760, 3.471920], [-3.490075, 2.998014, 0.628763], [-1.293098, 2.740435, 1.124587], [-1.665648, 3.162646, -2.938329], [3.422902, -4.882325, -0.079363], [1.045105, -1.381478, 2.055670], [-2.621245, 3.474091, -2.771822], [5.553358, -4.905321, 0.372743], [-5.755807, 1.444702, -2.687039], [-1.236740, 1.161896, -0.231107], [7.638176, -4.892506, 0.933198], [4.222589, -4.474712, 0.538367], [2.679120, 0.228986, 1.779953], [-1.102915, 0.967603, -2.412362], [-1.733109, 0.634402, -1.523427], [6.349859, -3.798127, 2.307991], [5.804471, -5.636738, -0.314119], [-1.008821, -0.906038, 0.639513], [-3.775789, 0.751365, -1.003489], [0.776123, -1.427698, 3.103522], [-1.778656, -0.461818, -1.551082], [0.105143, -2.834611, 0.420515], [-3.377124, 2.667642, -1.592341], [-3.227978, 3.305532, -3.640005], [0.983544, 1.715837, 0.869796], [4.962720, -3.432330, 2.708242], [2.678774, -3.178766, 1.724503], [2.476525, -1.832425, 1.952095], [-6.471828, 2.947663, -3.058062], [1.420333, -0.057709, 1.823141], [-0.753271, 3.142831, -0.558144], [-4.940653, 3.007968, -1.626079], [4.708653, -2.474124, 4.225414]], "forces_ev_per_a": [[0.511, -3.197, -2.793], [-0.516, 0.239, -3.896], [-0.098, -0.506, -1.470], [-1.778, 0.329, 0.296], [-0.670, -1.602, -0.807], [0.916, -3.274, -0.425], [0.761, 0.703, 2.271], [0.200, -1.070, 0.196], [0.790, 0.853, -0.624], [0.044, -0.565, 0.178], [-0.608, 0.395, 1.374], [0.060, 2.292, 0.387], [-0.871, 0.424, -0.296], [-0.147, 0.032, 0.116], [0.021, 3.895, 0.229], [-0.145, 0.348, -0.129], [0.127, -1.386, -0.403], [0.768, -0.002, 0.071], [2.673, -0.957, -0.360], [0.131, 0.554, 0.125], [0.635, -1.859, 0.638], [-3.722, 0.888, 1.912], [-0.863, 0.914, 1.285], [-0.608, -1.322, 0.251], [-0.454, 0.190, 0.381], [-0.948, 0.403, 0.583], [1.903, -0.530, 0.661], [-2.220, 2.637, 0.403], [-0.091, -0.231, 1.328], [-0.339, 1.119, -0.678], [-2.350, 0.490, 2.758], [0.114, -1.115, -1.753], [1.381, 0.848, 2.586], [-0.220, -0.598, -0.877], [-0.317, -0.483, 0.520], [0.225, 0.512, 0.425], [-0.105, -0.030, 1.625], [0.548, 1.461, -1.286], [-0.161, -0.175, -0.703], [-1.052, -1.734, 0.739], [1.346, 0.323, -2.532], [0.264, 1.115, 1.205], [0.786, -3.580, -0.039], [1.140, -1.258, 0.364], [0.158, 5.251, -1.820], [0.941, 0.555, -0.090], [1.770, 0.147, -0.044], [0.070, -1.442, -1.884]], "smiles": "CC1(CN)CCN(C2=NC(=O)[C@@H]3C(=NN=C3Oc3cccc(Cl)c3Cl)N2)CC1", "lumo_ev": 0.11, "total_energy_ha": -2097.16169, "gap_ev": 8.587, "homo_energy_ha": -0.312}